Entry 1:
# C39H38CaIN7O2SSi

C39H38CaIN7O2SSi as an isolated structure (wB97M-V/def2-TZVPD, OMol25).

Geometry as XYZ:
```
90
Properties=species:S:1:pos:R:3:forces:R:3:mulliken_charge:R:1
Ca 0.2675 0.3405 -0.6948 -0.61 -0.30 0.80 1.693
C -1.9188 -0.3411 -3.1105 -0.08 0.04 0.15 -1.742
N -1.3416 -1.1480 -2.0204 -0.54 0.14 0.27 1.778
C -2.3358 -1.8101 -1.1465 0.03 -0.27 -0.06 -1.383
C -3.4657 -1.0577 -0.4769 -0.02 0.10 -0.03 -0.037
C -4.2803 -1.7751 0.4026 0.03 -0.08 0.08 -0.743
C -5.3500 -1.1417 1.0017 0.02 -0.04 -0.03 -0.563
C -5.6007 0.1917 0.7021 0.04 0.05 -0.03 -0.762
C -4.7479 0.8188 -0.1849 -0.07 0.04 0.04 -0.342
N -3.7075 0.2116 -0.7526 0.37 0.19 -0.42 0.311
C -0.4802 -2.1988 -2.5609 0.14 -0.02 -0.20 -1.976
C 0.6893 -2.6122 -1.7079 0.07 -0.33 0.06 0.908
C 1.5476 -3.5833 -2.2260 -0.01 0.02 0.02 -1.304
C 2.6575 -3.9595 -1.4980 -0.10 0.09 0.03 -0.586
C 2.8596 -3.3837 -0.2478 0.01 -0.06 -0.05 -1.086
C 1.9539 -2.4401 0.1944 0.09 -0.12 0.11 0.092
N 0.8996 -2.0406 -0.5259 0.09 -0.22 -0.22 0.730
C -1.8977 1.1578 -2.9040 -0.04 0.14 -0.12 0.707
C -2.7088 1.9590 -3.7053 -0.02 -0.07 0.04 -1.204
C -2.6124 3.3334 -3.6078 0.06 -0.04 0.06 -0.511
C -1.6907 3.8823 -2.7254 -0.03 -0.03 -0.06 -1.066
C -0.9149 3.0181 -1.9765 -0.03 0.17 -0.13 -0.247
N -1.0179 1.6889 -2.0559 -0.69 0.43 -0.55 0.470
H -2.9454 -0.6522 -3.3312 0.01 0.01 -0.02 0.457
H -1.3247 -0.5043 -4.0137 -0.02 -0.09 0.02 0.948
H -1.7671 -2.2846 -0.3426 0.01 -0.04 -0.04 0.544
H -2.8244 -2.6202 -1.7177 0.06 0.03 -0.02 0.489
H -4.0660 -2.8151 0.6150 0.03 0.00 0.01 0.464
H -5.9913 -1.6781 1.6893 0.03 -0.02 0.01 0.415
H -6.4334 0.7249 1.1396 0.00 0.00 0.00 0.432
H -4.8914 1.8579 -0.4688 -0.03 -0.03 0.06 0.447
H -0.0401 -1.8456 -3.4916 -0.04 0.01 -0.04 0.444
H -1.0613 -3.1012 -2.8096 0.00 0.03 0.04 0.647
H 1.3473 -3.9965 -3.2066 0.01 -0.03 0.01 0.482
H 3.3535 -4.6875 -1.8937 0.00 -0.01 0.01 0.421
H 3.7079 -3.6574 0.3639 -0.02 0.02 0.04 0.501
H 2.0643 -1.9886 1.1745 0.03 0.09 -0.05 0.037
H -3.4057 1.5010 -4.3960 0.00 -0.02 0.03 0.523
H -3.2389 3.9710 -4.2186 0.00 0.00 0.00 0.439
H -1.5743 4.9526 -2.6293 0.04 -0.01 0.04 0.478
H -0.1686 3.3942 -1.2895 -0.02 0.02 0.04 0.038
C -1.4339 -2.6716 4.1290 0.15 0.14 -0.01 -0.957
Si 0.2532 -1.9631 4.5635 0.07 -0.07 0.22 0.184
C 1.4662 -3.4205 4.6276 -0.14 0.21 0.10 -1.107
C 0.1544 -1.1205 6.2556 0.02 -0.18 -0.15 -1.149
C 1.0655 -0.6932 3.4131 -0.21 -0.11 -0.22 0.612
C 2.3548 -0.2995 3.7362 -0.05 -0.07 0.07 -0.325
C 3.0887 0.5551 2.9171 -0.04 0.01 -0.04 -1.562
C 2.5022 0.9535 1.7348 0.16 0.02 0.12 -0.481
N 1.2634 0.6067 1.3810 0.49 -0.01 0.93 0.283
C 0.5162 -0.1604 2.2115 0.29 0.10 0.24 0.034
S -1.0935 -0.4320 1.6916 -0.60 -0.24 0.03 -0.213
H -1.7344 -3.4169 4.8718 0.12 0.02 0.05 0.431
H -1.4131 -3.1473 3.1488 0.00 0.00 -0.03 0.221
H -2.1896 -1.8889 4.0915 -0.03 0.02 -0.02 0.259
H 1.1426 -4.1654 5.3584 -0.01 0.00 0.00 0.358
H 2.4740 -3.1013 4.9014 0.00 0.00 -0.01 0.342
H 1.5249 -3.9138 3.6545 -0.02 0.03 -0.03 0.277
H -0.1591 -1.8103 7.0425 -0.01 -0.03 -0.03 0.338
H -0.5662 -0.3004 6.2245 0.00 0.01 -0.03 0.318
H 1.1201 -0.7014 6.5462 0.00 0.00 -0.01 0.343
H 2.8127 -0.6763 4.6469 0.02 0.03 0.00 0.311
H 4.0864 0.8781 3.1782 0.01 -0.01 -0.01 0.410
H 3.0352 1.5734 1.0252 -0.02 -0.01 -0.02 0.526
O 1.2902 -0.8917 -4.7727 0.13 0.05 0.13 -0.795
C 1.9225 -0.2381 -3.9575 0.04 -0.14 -0.29 0.196
N 1.5111 0.1060 -2.6953 0.05 -0.09 -0.53 0.522
C 2.4162 0.9553 -2.1653 0.34 0.30 -0.51 -0.183
O 2.2164 1.5881 -1.1250 0.36 0.12 0.08 -0.532
C 3.6110 1.0733 -3.0617 0.04 -0.08 -0.21 0.281
C 4.8148 1.7305 -2.9394 -0.04 0.05 0.08 -0.337
C 5.7049 1.6407 -4.0085 0.04 0.07 0.05 -0.565
C 5.3778 0.9317 -5.1569 -0.03 -0.05 -0.04 -0.508
C 4.1506 0.2783 -5.2730 -0.02 -0.07 -0.04 -0.441
C 3.2890 0.3517 -4.2022 0.08 0.15 0.22 -0.190
H 5.0600 2.2919 -2.0469 -0.01 0.01 -0.01 0.518
H 6.6634 2.1402 -3.9462 0.00 -0.02 -0.01 0.412
H 6.0909 0.8819 -5.9697 -0.01 0.02 -0.01 0.397
H 3.8817 -0.2694 -6.1668 0.01 -0.02 0.01 0.494
I 1.5681 4.6387 1.0022 -0.09 0.00 0.06 -0.007
C -0.2756 4.0142 1.8152 0.06 0.08 -0.13 -0.031
C -0.7448 4.6147 2.9728 -0.03 -0.07 0.07 -0.577
C -1.9653 4.1700 3.4585 0.01 0.03 0.04 -0.449
C -2.6509 3.1792 2.7760 0.01 -0.01 -0.06 -1.006
C -2.0886 2.6662 1.6168 -0.09 0.20 0.13 -0.196
N -0.9159 3.0840 1.1422 0.17 -0.06 -0.07 0.325
H -0.1818 5.3895 3.4711 0.03 -0.01 0.00 0.414
H -2.3759 4.5992 4.3638 0.01 0.01 0.00 0.401
H -3.6016 2.8064 3.1315 0.00 -0.01 -0.01 0.491
H -2.5830 1.9029 1.0400 -0.06 -0.11 -0.04 0.578
```
Forces are in eV/Å.

Relative energy (zero: lowest compared OMol25 entry of this formula, charge and spin), kJ/mol: 75.58
Calculated total energy, eV: -100844.3405

---

Entry 2:
# C4H5HgO5

C4H5HgO5 as an isolated structure (wB97M-V/def2-TZVPD, OMol25).

Geometry as XYZ:
```
15
Properties=species:S:1:pos:R:3:forces:R:3:nbo_charge:R:1
O -0.9337 0.4652 -1.3827 -0.83 0.02 -0.07 -0.470
C -0.0134 1.1956 -0.7880 -0.72 2.77 4.54 1.001
C -0.3779 -0.7868 -1.8226 0.07 0.00 -0.35 -0.102
O -0.2586 2.1371 0.0638 1.15 -3.18 -4.62 -0.686
O 1.1925 0.7041 -0.9672 0.57 0.19 -0.04 -0.451
C 1.1298 -0.5697 -1.6330 0.08 -0.05 -0.10 -0.104
H -0.6721 -0.9301 -2.8670 0.09 -0.02 0.26 0.206
H -0.7803 -1.5962 -1.2046 0.05 0.27 -0.08 0.208
H 1.6839 -0.4948 -2.5739 -0.12 -0.03 0.22 0.202
H 1.5895 -1.3163 -0.9766 -0.08 0.23 -0.18 0.214
O 0.7408 -0.2947 3.2588 0.05 0.02 -0.38 -0.731
C -0.2043 0.4777 2.6775 0.54 0.64 0.02 0.276
O -1.3846 0.1187 2.9027 -0.67 -0.80 0.20 -0.835
H 0.3091 -1.0833 3.6361 -0.25 -0.03 0.26 0.453
Hg -2.0208 1.9735 1.6766 0.09 -0.04 0.32 0.819
```
Forces are in eV/Å.

Relative energy (zero: lowest compared OMol25 entry of this formula, charge and spin), kJ/mol: 31.30
Expectation value of S²: 0.753
Calculated total energy, eV: -18637.9015
Spin multiplicity: 2

---

Entry 3:
# C4H4S

An isolated molecule of C4H4S (wB97M-V/def2-TZVPD, OMol25).

Geometry as XYZ:
```
9
Properties=species:S:1:pos:R:3:forces:R:3:nbo_charge:R:1
C 0.6544 0.8862 0.9128 -0.56 -0.46 -1.71 -0.284
C 0.0148 0.0238 0.0872 1.84 -0.54 3.32 0.115
C 0.8167 -0.3500 1.5541 -2.31 0.75 -3.42 -0.096
C -0.7183 -0.2198 -1.1701 -1.29 0.99 0.48 -0.697
S 1.1133 -1.5067 2.5897 0.37 -0.14 0.43 0.019
H 0.9073 1.9324 0.8238 0.28 0.21 0.71 0.214
H -1.0259 0.6517 -1.7358 -0.39 1.09 0.69 0.227
H -1.6156 -0.8360 -1.1060 0.27 -0.22 0.45 0.246
H -0.1466 -0.5816 -1.9557 1.79 -1.68 -0.94 0.256
```
Forces are in eV/Å.

Structure (SMILES): Cc1cc1=S
Relative energy (zero: lowest compared OMol25 entry of this formula, charge and spin), kJ/mol: 320.21
Calculated total energy, eV: -15044.3605

---

Entry 4:
# C3H6S

An isolated molecule of C3H6S (wB97M-V/def2-TZVPD, OMol25).

Geometry as XYZ:
```
10
Properties=species:S:1:pos:R:3:forces:R:3:nbo_charge:R:1
C 1.8175 0.2949 -0.1453 -0.24 -0.75 2.10 -0.719
C -0.8388 -0.2712 0.3803 0.63 0.33 0.14 -0.345
C -1.9982 -0.1837 -0.2575 0.02 -1.23 0.26 -0.389
H 1.3949 1.1065 -0.6955 -0.20 0.33 -0.42 0.225
H 2.2663 0.6201 0.8276 -0.64 -0.13 -0.76 0.214
H 2.5568 -0.2469 -0.6597 1.39 0.03 -1.02 0.223
H -0.7372 0.2966 1.2944 -0.21 0.09 0.25 0.192
H -2.3620 -0.7042 -1.1358 0.63 -0.03 -0.17 0.205
H -2.7743 0.2150 0.3456 -0.72 0.91 0.16 0.197
S 0.6751 -1.1272 0.0459 -0.67 0.45 -0.53 0.198
```
Forces are in eV/Å.

Structure (SMILES): C=CSC
Relative energy (zero: lowest compared OMol25 entry of this formula, charge and spin), kJ/mol: 63.49
Calculated total energy, eV: -14042.2082

---

Entry 5:
# C7H14Cl6O8S2

A 5-piece molecular cluster, C7H14Cl6O8S2 overall (wB97M-V/def2-TZVPD, OMol25).

Geometry as XYZ:
```
37
Properties=species:S:1:pos:R:3:forces:R:3:nbo_charge:R:1
C -2.8196 -2.0616 -1.6426 0.70 -0.57 1.27 -0.101
C -1.6466 -2.0321 -2.6295 -1.83 -2.44 -0.27 -0.100
O -1.1223 -0.7587 -2.5738 0.26 1.86 0.73 -0.664
S -2.1882 0.3327 -2.0125 1.84 2.22 1.46 2.460
O -2.5065 1.2565 -3.0860 -0.23 -1.74 1.55 -0.874
O -1.6285 0.9765 -0.7649 -2.08 -2.63 -3.37 -0.884
O -3.3549 -0.7789 -1.7450 -0.12 3.27 -0.40 -0.660
H -2.4938 -2.1791 -0.6090 0.31 -0.24 0.10 0.186
H -3.6685 -2.7326 -1.7741 0.44 -0.22 -0.61 0.224
H -2.1136 -2.2254 -3.5952 0.44 0.10 -0.42 0.186
H -0.9173 -2.8106 -2.4055 0.21 0.41 0.01 0.227
C -0.2463 1.2837 4.3302 -0.58 -0.85 0.03 -0.109
C -1.3167 0.3648 3.6513 -0.46 0.66 1.53 -0.104
O -1.2086 -0.9090 4.3455 1.19 -1.13 -0.72 -0.680
S 0.2509 -1.0328 5.1180 1.83 -1.21 -2.46 2.434
O 1.3779 -1.2386 4.1080 -3.92 1.08 3.32 -0.878
O 0.1885 -1.9667 6.2440 -0.40 2.70 -2.24 -0.830
O 0.0838 0.5353 5.5012 1.84 -1.01 1.18 -0.673
H -0.6912 2.1765 4.7694 0.22 0.17 -0.62 0.217
H 0.6368 1.4317 3.7086 -0.08 0.22 0.11 0.214
H -1.3088 0.3737 2.5613 0.43 -0.65 0.12 0.208
H -2.2935 0.7115 3.9885 -0.08 0.04 -0.30 0.199
C -0.2201 3.7195 -3.5516 0.13 -0.93 -0.03 -0.358
Cl 0.7813 2.7471 -2.3791 -0.33 0.72 -0.68 -0.062
Cl 0.4429 3.6399 -5.2360 -0.32 0.20 1.06 -0.040
H -1.1881 3.2184 -3.5511 0.19 0.18 -0.15 0.239
H -0.3098 4.7465 -3.1977 0.37 -0.21 -0.21 0.223
C 4.8219 -0.7148 -1.4400 -0.45 -0.67 -0.40 -0.349
Cl 4.8616 -2.5503 -1.2315 0.41 1.65 -0.14 -0.056
Cl 3.6538 -0.3279 -2.7838 0.66 0.06 1.04 -0.049
H 4.5452 -0.2816 -0.4788 -0.58 -0.23 -0.35 0.230
H 5.7699 -0.2517 -1.7135 0.07 -0.78 -0.25 0.221
C 1.0441 -0.4229 0.0088 0.06 -0.17 -0.39 -0.387
Cl 2.3913 0.0304 1.1122 -0.78 0.21 -0.56 -0.035
Cl 1.3618 -2.0178 -0.6779 -0.21 -0.66 0.30 -0.037
H 0.0947 -0.4023 0.5439 0.37 -0.16 0.11 0.222
H 0.9361 0.1507 -0.9118 0.47 0.76 0.64 0.240
```
Forces are in eV/Å.

Structure (SMILES): O=S1(=O)OCCO1.O=S1(=O)OCCO1.ClCCl.ClCCl.ClCCl
Calculated total energy, eV: -120667.4883

---

Entry 6:
# C6H6N

An isolated ion of composition C6H6N and charge +1 (wB97M-V/def2-TZVPD, OMol25).

Geometry as XYZ:
```
13
Properties=species:S:1:pos:R:3:forces:R:3:nbo_charge:R:1
C 1.8298 -0.0734 -0.0070 -0.47 0.42 -0.01 -0.082
C 1.0101 0.9845 -0.0293 0.32 0.17 -0.02 -0.218
C -1.5130 0.3019 0.8040 0.13 -0.13 0.54 0.233
C -1.4506 0.1181 -0.8491 0.04 -0.26 -0.47 0.229
C 0.7891 -1.1417 0.1026 -1.40 1.31 -0.11 -0.321
C -0.2532 0.2197 0.0310 1.58 -2.06 0.15 -0.159
N -2.3527 -0.3704 0.0037 -0.16 0.31 -0.05 -0.204
H 2.8963 -0.1835 -0.0618 0.24 0.09 0.02 0.251
H 1.1638 2.0467 -0.0754 0.13 0.19 -0.06 0.247
H -1.8194 0.9879 1.5819 -0.16 0.04 0.20 0.271
H -1.6808 0.5848 -1.7959 -0.14 0.06 -0.22 0.273
H 0.6566 -1.8004 -0.7502 -0.02 -0.10 -0.05 0.237
H 0.7242 -1.6741 1.0455 -0.08 -0.04 0.09 0.243
```
Forces are in eV/Å.

Relative energy (zero: lowest compared OMol25 entry of this formula, charge and spin), kJ/mol: 246.68
Net charge: +1
Calculated total energy, eV: -7797.1861

---

- Which of these has the highest calculated total energy?
  C6H6N

---

Repeat the second record exactly.
# C4H5HgO5

C4H5HgO5 as an isolated structure (wB97M-V/def2-TZVPD, OMol25).

Geometry as XYZ:
```
15
Properties=species:S:1:pos:R:3:forces:R:3:nbo_charge:R:1
O -0.9337 0.4652 -1.3827 -0.83 0.02 -0.07 -0.470
C -0.0134 1.1956 -0.7880 -0.72 2.77 4.54 1.001
C -0.3779 -0.7868 -1.8226 0.07 0.00 -0.35 -0.102
O -0.2586 2.1371 0.0638 1.15 -3.18 -4.62 -0.686
O 1.1925 0.7041 -0.9672 0.57 0.19 -0.04 -0.451
C 1.1298 -0.5697 -1.6330 0.08 -0.05 -0.10 -0.104
H -0.6721 -0.9301 -2.8670 0.09 -0.02 0.26 0.206
H -0.7803 -1.5962 -1.2046 0.05 0.27 -0.08 0.208
H 1.6839 -0.4948 -2.5739 -0.12 -0.03 0.22 0.202
H 1.5895 -1.3163 -0.9766 -0.08 0.23 -0.18 0.214
O 0.7408 -0.2947 3.2588 0.05 0.02 -0.38 -0.731
C -0.2043 0.4777 2.6775 0.54 0.64 0.02 0.276
O -1.3846 0.1187 2.9027 -0.67 -0.80 0.20 -0.835
H 0.3091 -1.0833 3.6361 -0.25 -0.03 0.26 0.453
Hg -2.0208 1.9735 1.6766 0.09 -0.04 0.32 0.819
```
Forces are in eV/Å.

Relative energy (zero: lowest compared OMol25 entry of this formula, charge and spin), kJ/mol: 31.30
Expectation value of S²: 0.753
Calculated total energy, eV: -18637.9015
Spin multiplicity: 2